{
  "formula": "C60H207N15O36",
  "method": "wB97M-V/def2-TZVPD",
  "elements": ["O", "H", "H", "O", "H", "H", "O", "H", "H", "O", "H", "H", "O", "H", "H", "O", "H", "H", "O", "H", "H", "O", "H", "H", "O", "H", "H", "O", "H", "H", "O", "H", "H", "O", "H", "H", "O", "H", "H", "O", "H", "H", "O", "H", "H", "O", "H", "H", "O", "H", "H", "O", "H", "H", "O", "H", "H", "O", "H", "H", "O", "H", "H", "C", "C", "C", "O", "C", "N", "H", "H", "H", "H", "H", "H", "H", "H", "H", "H", "H", "C", "C", "C", "O", "C", "N", "H", "H", "H", "H", "H", "H", "H", "H", "H", "H", "H", "C", "C", "C", "O", "C", "N", "H", "H", "H", "H", "H", "H", "H", "H", "H", "H", "H", "C", "C", "C", "O", "C", "N", "H", "H", "H", "H", "H", "H", "H", "H", "H", "H", "H", "C", "C", "C", "O", "C", "N", "H", "H", "H", "H", "H", "H", "H", "H", "H", "H", "H", "C", "C", "C", "O", "C", "N", "H", "H", "H", "H", "H", "H", "H", "H", "H", "H", "H", "C", "C", "C", "O", "C", "N", "H", "H", "H", "H", "H", "H", "H", "H", "H", "H", "H", "C", "C", "C", "O", "C", "N", "H", "H", "H", "H", "H", "H", "H", "H", "H", "H", "H", "C", "C", "C", "O", "C", "N", "H", "H", "H", "H", "H", "H", "H", "H", "H", "H", "H", "C", "C", "C", "O", "C", "N", "H", "H", "H", "H", "H", "H", "H", "H", "H", "H", "H", "C", "C", "C", "O", "C", "N", "H", "H", "H", "H", "H", "H", "H", "H", "H", "H", "H", "C", "C", "C", "O", "C", "N", "H", "H", "H", "H", "H", "H", "H", "H", "H", "H", "H", "C", "C", "C", "O", "C", "N", "H", "H", "H", "H", "H", "H", "H", "H", "H", "H", "H", "C", "C", "C", "O", "C", "N", "H", "H", "H", "H", "H", "H", "H", "H", "H", "H", "H", "C", "C", "C", "O", "C", "N", "H", "H", "H", "H", "H", "H", "H", "H", "H", "H", "H"],
  "xyz": [[3.127, -3.407, -0.107], [4.043, -3.212, 0.067], [2.673, -3.484, 0.741], [1.354, -0.172, 5.161], [1.676, 0.403, 5.868], [0.417, -0.110, 5.268], [1.276, -2.422, -1.740], [2.061, -2.620, -1.093], [0.962, -1.545, -1.444], [-7.424, 3.592, 0.477], [-8.144, 3.419, -0.186], [-7.535, 2.897, 1.199], [2.150, -3.931, 2.398], [2.703, -4.699, 2.619], [1.911, -3.493, 3.275], [-2.118, -2.994, 2.466], [-2.265, -2.051, 2.263], [-1.726, -2.968, 3.373], [-1.620, -0.628, 4.986], [-1.336, -0.755, 4.075], [-1.570, 0.322, 5.200], [2.661, 0.857, -4.583], [2.676, 1.089, -5.524], [2.955, -0.079, -4.536], [0.755, 5.520, 0.473], [0.660, 5.396, -0.489], [1.341, 4.850, 0.781], [-0.831, -3.639, -3.192], [-0.119, -3.197, -2.681], [-1.050, -4.437, -2.663], [-5.082, -6.283, 2.078], [-5.816, -5.903, 1.593], [-4.549, -6.547, 1.309], [-0.084, 1.995, 3.081], [-0.575, 2.852, 3.049], [0.014, 1.814, 4.027], [2.942, -2.264, -4.188], [2.310, -2.474, -3.449], [2.740, -2.947, -4.881], [0.595, 2.803, -6.489], [-0.059, 3.300, -7.009], [0.104, 2.009, -6.179], [-1.262, 4.278, 2.128], [-0.780, 4.914, 1.559], [-2.151, 4.225, 1.676], [-0.968, 1.875, 5.881], [-1.592, 2.641, 5.869], [-0.994, 1.531, 6.807], [-2.785, 3.704, 5.416], [-3.442, 3.212, 4.815], [-2.594, 4.519, 4.930], [-7.504, 1.084, -2.133], [-7.040, 1.221, -2.986], [-7.986, 0.237, -2.260], [-0.444, -5.541, -5.806], [-0.537, -4.814, -5.136], [0.398, -5.962, -5.568], [-6.503, 1.405, -4.581], [-5.859, 0.742, -4.876], [-6.200, 2.202, -5.056], [-1.788, -3.816, 5.252], [-2.617, -4.064, 4.824], [-1.945, -3.599, 6.121], [5.487, -0.574, -1.077], [5.732, 0.883, -1.292], [7.058, 1.396, -0.764], [8.110, 0.792, -1.487], [9.348, 1.323, -1.171], [5.704, 1.322, -2.652], [4.545, -0.790, -1.502], [5.369, -0.909, -0.030], [6.272, -1.170, -1.582], [5.006, 1.429, -0.701], [7.162, 1.272, 0.304], [7.042, 2.475, -0.991], [9.377, 2.424, -1.368], [10.105, 0.825, -1.789], [9.632, 1.055, -0.090], [4.899, 1.119, -3.190], [6.446, 0.912, -3.225], [0.184, -8.254, -2.843], [0.514, -6.755, -2.953], [0.763, -6.249, -1.586], [-0.412, -6.298, -0.801], [-0.489, -5.384, 0.333], [1.607, -6.549, -3.856], [0.885, -8.820, -2.279], [0.140, -8.657, -3.853], [-0.754, -8.287, -2.269], [-0.355, -6.175, -3.245], [1.008, -5.188, -1.577], [1.583, -6.853, -1.039], [0.222, -5.692, 1.155], [-1.566, -5.488, 0.551], [-0.202, -4.395, -0.008], [2.331, -7.239, -3.835], [2.008, -5.660, -3.654], [6.336, -0.579, 4.205], [5.848, 0.644, 3.472], [4.351, 0.710, 3.208], [3.975, -0.337, 2.333], [2.616, -0.173, 1.958], [6.170, 1.891, 4.198], [7.413, -0.468, 4.312], [6.151, -1.493, 3.697], [6.065, -0.637, 5.272], [6.381, 0.689, 2.483], [4.208, 1.753, 2.897], [3.950, 0.443, 4.169], [2.386, -1.084, 1.361], [2.436, 0.676, 1.292], [2.011, -0.213, 2.853], [5.433, 2.020, 4.883], [7.060, 1.811, 4.698], [-6.226, -3.247, 3.643], [-4.809, -3.130, 3.936], [-4.581, -2.307, 5.196], [-4.956, -0.963, 4.929], [-4.762, -0.243, 6.140], [-4.080, -4.386, 4.024], [-6.811, -2.322, 3.589], [-6.785, -3.853, 4.407], [-6.403, -3.669, 2.672], [-4.395, -2.482, 3.160], [-3.460, -2.363, 5.426], [-5.122, -2.741, 6.078], [-5.270, -0.701, 6.955], [-5.141, 0.763, 6.106], [-3.646, -0.226, 6.396], [-4.592, -4.996, 4.709], [-4.097, -4.865, 3.160], [-4.168, -4.748, -3.194], [-4.433, -4.740, -1.686], [-5.942, -4.448, -1.441], [-6.249, -3.930, -0.152], [-6.032, -2.544, -0.012], [-4.003, -5.980, -1.053], [-3.157, -5.100, -3.515], [-4.205, -3.721, -3.591], [-4.875, -5.373, -3.827], [-3.812, -3.914, -1.297], [-6.466, -5.398, -1.525], [-6.323, -3.738, -2.170], [-6.262, -1.918, -0.840], [-5.023, -2.224, 0.204], [-6.662, -2.235, 0.785], [-4.375, -6.800, -1.566], [-3.042, -6.023, -1.302], [3.656, 5.986, 3.940], [3.286, 5.404, 2.599], [4.511, 5.042, 1.758], [5.275, 6.190, 1.380], [4.573, 6.967, 0.450], [2.406, 4.334, 2.862], [2.808, 6.117, 4.613], [4.237, 6.932, 3.834], [4.404, 5.285, 4.362], [2.831, 6.192, 1.920], [4.140, 4.577, 0.877], [5.109, 4.233, 2.198], [4.169, 6.294, -0.325], [5.355, 7.546, -0.039], [3.804, 7.598, 0.924], [2.125, 3.682, 2.200], [1.731, 4.481, 3.621], [-4.359, 2.169, -2.129], [-4.049, 2.694, -0.759], [-4.550, 4.113, -0.654], [-4.297, 4.754, 0.576], [-4.404, 6.211, 0.483], [-4.591, 1.790, 0.320], [-3.855, 2.884, -2.795], [-5.418, 2.361, -2.311], [-4.046, 1.102, -2.293], [-2.952, 2.713, -0.553], [-5.621, 4.126, -0.890], [-3.986, 4.684, -1.408], [-5.333, 6.505, -0.029], [-3.487, 6.578, -0.031], [-4.466, 6.491, 1.541], [-5.159, 1.039, -0.121], [-5.170, 2.375, 0.972], [3.752, -3.170, 5.379], [2.382, -3.809, 5.724], [1.920, -3.433, 7.125], [2.813, -3.577, 8.191], [3.115, -4.892, 8.662], [1.323, -3.213, 4.807], [4.411, -3.546, 6.205], [3.794, -2.072, 5.505], [4.194, -3.320, 4.306], [2.357, -4.848, 5.569], [0.999, -3.988, 7.316], [1.737, -2.362, 7.130], [3.597, -5.580, 7.981], [2.134, -5.294, 8.968], [3.675, -4.762, 9.619], [1.317, -2.184, 4.975], [0.363, -3.576, 4.788], [5.670, 2.225, -6.938], [4.182, 2.644, -7.032], [3.919, 3.874, -7.940], [4.385, 3.633, -9.207], [4.143, 4.613, -10.173], [3.361, 1.485, -7.458], [5.750, 1.229, -6.539], [6.243, 2.933, -6.335], [6.095, 2.267, -7.955], [3.844, 2.806, -5.985], [4.440, 4.737, -7.506], [2.855, 4.139, -7.858], [4.821, 5.433, -10.116], [3.132, 4.938, -10.180], [4.410, 4.167, -11.122], [3.625, 0.949, -8.272], [2.369, 1.798, -7.695], [3.782, 4.697, -2.748], [2.667, 4.781, -3.798], [1.459, 5.572, -3.323], [0.612, 4.897, -2.480], [-0.499, 4.232, -3.112], [3.179, 5.546, -5.021], [4.340, 5.705, -2.642], [4.629, 4.062, -3.069], [3.481, 4.583, -1.743], [2.334, 3.778, -3.986], [0.943, 5.916, -4.240], [1.833, 6.516, -2.835], [-1.423, 4.832, -3.031], [-0.743, 3.330, -2.533], [-0.218, 3.915, -4.119], [4.033, 5.045, -5.257], [3.490, 6.448, -4.617], [1.183, -2.151, -6.771], [2.086, -3.172, -7.375], [3.180, -2.487, -8.117], [4.048, -3.511, -8.622], [5.316, -3.084, -9.005], [2.599, -4.102, -6.390], [1.681, -1.608, -5.994], [0.271, -2.578, -6.344], [0.973, -1.415, -7.546], [1.453, -3.690, -8.069], [3.721, -1.849, -7.419], [2.735, -1.974, -9.034], [5.927, -3.920, -9.350], [5.840, -2.515, -8.190], [5.205, -2.403, -9.902], [3.444, -4.484, -6.749], [1.983, -4.894, -6.200], [-1.846, -1.281, -0.402], [-1.019, -0.454, 0.611], [-0.293, 0.691, -0.085], [0.740, 0.254, -0.957], [1.468, 1.314, -1.534], [-1.890, 0.076, 1.656], [-1.897, -2.305, -0.074], [-1.311, -1.326, -1.296], [-2.845, -0.859, -0.613], [-0.267, -1.177, 1.040], [0.110, 1.292, 0.728], [-0.930, 1.365, -0.713], [1.751, 2.145, -0.787], [0.869, 1.797, -2.313], [2.298, 0.849, -1.944], [-2.849, 0.113, 1.395], [-1.489, 0.884, 2.121], [-6.166, 3.827, 3.578], [-5.789, 2.395, 4.111], [-6.732, 1.354, 3.623], [-6.910, 1.406, 2.165], [-7.089, 0.111, 1.692], [-4.419, 2.148, 3.778], [-5.879, 3.942, 2.511], [-5.732, 4.699, 4.129], [-7.253, 3.978, 3.604], [-5.977, 2.443, 5.198], [-7.709, 1.354, 4.193], [-6.323, 0.423, 3.891], [-8.004, -0.286, 2.065], [-6.140, -0.451, 1.959], [-7.117, 0.104, 0.587], [-4.053, 1.208, 4.018], [-4.225, 2.324, 2.794], [2.019, -0.505, 9.234], [0.968, 0.286, 8.378], [-0.100, 0.896, 9.323], [-1.254, 1.259, 8.617], [-2.355, 1.486, 9.582], [1.656, 1.287, 7.708], [1.572, -1.335, 9.838], [2.551, 0.175, 9.924], [2.868, -0.771, 8.601], [0.529, -0.416, 7.696], [0.340, 1.746, 9.827], [-0.399, 0.113, 10.056], [-2.437, 0.563, 10.150], [-3.258, 1.696, 8.989], [-2.109, 2.396, 10.197], [2.278, 1.829, 8.322], [1.069, 2.038, 7.336], [-2.239, -1.038, -4.280], [-1.851, -0.074, -5.432], [-2.988, 0.879, -5.759], [-4.279, 0.313, -5.900], [-4.500, -0.276, -7.184], [-0.708, 0.769, -5.206], [-1.436, -1.635, -3.771], [-3.030, -1.743, -4.544], [-2.622, -0.372, -3.449], [-1.618, -0.720, -6.272], [-2.726, 1.418, -6.688], [-2.966, 1.546, -4.902], [-4.457, 0.452, -8.031], [-5.560, -0.500, -7.192], [-3.820, -1.074, -7.362], [-0.728, 1.196, -4.299], [0.167, 0.263, -5.173]],
  "forces_ev_per_a": [[-0.305, -0.082, -0.880], [0.412, 0.238, 0.174], [-0.073, -0.126, 0.910], [1.008, -0.025, -0.071], [0.451, 0.168, 0.209], [-1.365, -0.204, -0.062], [1.098, 0.087, 1.155], [-1.306, -0.047, -1.236], [0.162, -0.063, -0.223], [-1.387, -1.001, 0.221], [1.096, 0.048, 1.027], [0.205, 0.945, -1.343], [0.500, -0.388, -0.377], [-0.339, 0.437, -0.032], [-0.200, -0.302, -0.008], [0.549, 0.551, 0.617], [0.195, -0.151, 0.028], [-0.436, -0.218, -0.793], [0.057, -0.311, 0.422], [-0.165, 0.333, -0.271], [0.040, 0.125, -0.382], [-0.031, -0.528, 0.330], [0.291, -0.226, -0.244], [-0.270, 0.404, -0.095], [-1.002, 0.941, -0.701], [0.093, -0.133, 0.125], [0.708, -0.760, 0.372], [-0.035, -0.818, 0.469], [0.037, -0.211, 0.010], [0.200, 0.793, -0.320], [0.233, -0.409, -0.687], [-0.527, 0.444, 0.135], [0.323, 0.012, 0.205], [-0.323, 0.670, 0.244], [0.416, -0.588, -0.293], [0.056, -0.064, -0.040], [-0.893, -0.603, 0.525], [0.724, 0.486, -0.605], [0.450, 0.308, 0.393], [-0.219, 0.369, -0.499], [0.414, -0.211, 0.270], [-0.140, 0.191, 0.060], [-1.569, 0.529, -1.023], [0.234, -0.332, 0.248], [1.099, -0.034, 0.733], [0.183, -0.387, 0.981], [0.023, -0.104, -0.280], [-0.187, 0.452, -0.620], [-0.820, 0.175, -0.591], [0.667, 0.190, 0.356], [0.097, -0.214, 0.155], [-0.416, -1.037, 0.071], [-0.302, 0.010, 0.198], [0.416, 0.924, 0.118], [-0.011, 1.015, 0.581], [0.113, -0.820, -0.702], [-0.241, -0.139, 0.308], [0.324, 0.522, -0.770], [0.204, -0.013, -0.025], [-0.335, -0.461, 0.439], [2.383, -0.586, -2.457], [-1.126, -0.556, -0.560], [-0.552, 0.829, 2.992], [0.874, -1.129, 0.447], [0.789, 0.398, 0.839], [-0.137, 0.613, -0.666], [-0.531, -0.400, -0.035], [1.084, -0.070, 1.074], [0.845, 0.411, -1.441], [-1.128, -0.548, -0.857], [0.451, 0.490, -0.163], [-0.433, 0.143, 0.258], [-0.511, 0.356, -0.032], [0.174, -0.314, 0.537], [0.216, -0.095, 0.225], [0.099, -0.655, 0.392], [-0.226, 0.194, -0.042], [-0.355, 0.772, -1.174], [-1.483, -0.251, -0.101], [0.094, 0.151, 0.714], [-1.319, 1.291, -0.545], [-0.204, -1.724, 0.761], [1.351, 0.356, 2.889], [-0.615, -0.209, 0.046], [0.301, -1.516, -0.666], [-0.252, 0.608, -0.849], [1.003, -0.210, 0.495], [-0.502, -0.275, 0.059], [0.075, -0.475, -0.583], [-0.285, -0.321, -0.805], [0.837, 0.187, -0.378], [-0.798, 0.914, -0.869], [-0.974, 0.255, -0.670], [0.707, 0.551, 0.690], [-0.145, 0.412, 0.114], [0.192, -0.453, 0.309], [0.646, 0.751, -0.084], [0.907, 0.556, 1.033], [0.750, 0.643, -0.857], [1.731, -1.004, 0.281], [0.119, 1.207, -0.477], [0.114, -1.891, -0.812], [0.060, -0.254, -0.107], [0.403, -0.162, -0.345], [-0.356, -0.830, -0.391], [-0.742, 0.041, -0.405], [-0.439, -0.086, 0.697], [-0.886, -0.346, -0.265], [-1.016, 0.613, 0.697], [-0.022, 0.539, 0.287], [0.070, 0.280, 0.373], [-0.485, 0.497, 0.103], [0.177, 0.202, 0.250], [-0.432, 0.004, -0.178], [-3.243, -0.653, 0.332], [1.157, 1.446, 0.442], [1.700, -0.737, 0.175], [-0.140, -0.026, 1.184], [2.064, 0.095, -0.136], [-0.862, -0.009, 2.262], [0.561, 0.338, 0.273], [0.534, 0.171, -0.578], [-0.006, -0.701, -0.508], [0.465, -0.423, -0.155], [-1.561, 0.475, -0.183], [0.052, 0.434, -0.534], [-0.542, -0.714, 0.772], [-0.052, 0.413, -0.535], [-1.363, 0.082, -0.315], [0.539, 0.567, -0.984], [-0.052, -0.624, -1.034], [0.032, -0.137, -1.696], [-0.565, 0.436, -0.869], [0.978, 0.041, 0.535], [0.246, -0.041, -0.366], [0.286, -0.334, 0.514], [-0.761, -0.634, 0.013], [-0.579, 0.100, 0.708], [-0.219, -0.237, 0.086], [0.476, 0.614, 0.999], [-0.317, -0.288, 0.262], [-0.202, -0.042, -0.085], [0.002, -0.018, -0.402], [-0.776, 0.106, -1.428], [0.770, -0.492, 0.447], [-0.425, 0.245, 0.778], [-0.152, 0.703, 0.330], [1.344, -0.339, 0.304], [1.953, 0.513, 0.002], [-0.094, 1.977, -1.088], [0.094, -0.343, 0.787], [-0.250, -1.212, 1.006], [0.561, 0.010, -0.596], [-0.284, -0.103, 1.990], [0.044, 0.049, -0.078], [-0.707, -0.454, 0.043], [-0.595, 0.182, 0.259], [-0.107, -0.465, 1.052], [-0.513, -0.435, -1.315], [0.424, 0.682, 0.412], [-0.371, 0.406, 0.190], [-0.279, 0.468, -0.008], [0.226, -0.121, -0.439], [-0.486, -1.208, -1.249], [0.480, -0.187, -0.847], [0.320, 0.431, -0.382], [0.829, -1.040, 2.271], [0.137, 0.614, -0.831], [-0.028, 0.390, 0.307], [0.271, -1.615, 0.355], [-0.577, 0.790, -0.209], [0.221, -0.639, -0.410], [-0.004, -0.628, -0.010], [-0.382, 1.121, 0.064], [-0.406, 0.074, -0.461], [0.057, 0.173, 0.104], [-0.240, -0.044, -0.295], [0.345, -0.080, 0.028], [-0.705, 0.108, 0.354], [0.217, 0.436, -0.421], [0.156, 1.085, 0.639], [0.316, -1.209, -1.136], [0.931, -0.390, -0.172], [-1.046, 2.852, -1.324], [0.140, -0.164, 0.188], [1.511, -0.456, 0.335], [-1.524, 0.954, 1.411], [0.955, 0.900, 0.089], [0.055, 0.169, -1.076], [-0.617, -0.350, 0.032], [-0.980, -0.275, 2.063], [0.290, -1.506, -0.173], [-0.294, 0.039, 0.129], [-0.338, 0.095, -0.191], [0.320, 0.093, -0.406], [0.283, -0.519, -0.127], [-0.087, -0.136, -0.993], [-0.195, -1.000, -0.182], [0.549, -0.112, 0.663], [-0.521, 0.958, -1.156], [-0.090, -0.787, -0.192], [0.238, 0.361, 2.240], [0.195, -0.936, -0.837], [0.816, -0.913, -0.411], [-2.374, 0.361, -0.080], [0.071, -0.323, 0.225], [-0.103, -0.099, 0.109], [-0.035, -0.261, 0.367], [0.041, 0.557, -0.676], [0.154, 0.172, 0.069], [-0.092, -0.216, -0.403], [0.451, 1.045, 0.611], [-1.065, 0.392, 0.005], [-0.321, -0.291, -0.341], [0.811, 0.318, -0.100], [1.692, -0.259, 0.691], [1.937, 2.215, -1.168], [0.913, 1.511, 0.256], [0.885, 1.865, -1.340], [-1.312, -0.939, 1.157], [0.138, -0.190, 0.802], [-0.310, -0.907, 1.424], [-1.031, -0.933, -0.518], [-0.734, -0.354, 0.458], [-0.589, -1.073, 1.108], [-0.087, -0.562, -0.899], [-0.024, -0.175, 0.332], [-0.417, -0.780, -0.063], [0.496, 0.163, -0.538], [0.353, 0.120, -0.006], [-0.273, 0.237, -0.114], [0.087, 0.305, -0.279], [-0.088, -0.607, -0.472], [-0.469, 0.795, 0.111], [-1.205, -0.589, 0.091], [0.460, -0.605, -1.644], [-0.265, -0.396, 0.591], [0.277, 1.686, -0.846], [-0.093, -0.050, 0.874], [0.317, 0.312, 0.566], [0.040, 0.002, -0.258], [-0.557, 0.072, -0.086], [-0.141, -0.594, -0.856], [0.160, 0.475, -0.217], [0.608, 0.005, 1.363], [-0.203, -0.128, 0.338], [-0.333, -0.507, -0.595], [0.327, -0.354, 0.800], [0.810, -0.420, -0.222], [-0.030, 0.526, -0.235], [-0.292, 0.410, 1.376], [-0.548, -0.626, -0.772], [0.007, 0.644, -0.336], [-0.171, -0.337, 0.850], [-1.364, 1.538, 1.384], [1.177, -1.091, 0.412], [-0.501, -0.433, 0.307], [0.805, 0.038, -1.713], [0.349, -0.075, 0.228], [-0.372, 0.865, -0.278], [0.391, 0.358, -0.006], [-0.288, -0.519, 0.633], [-0.276, -1.307, -0.771], [0.130, 0.015, -0.105], [1.785, -0.393, -0.953], [-0.576, 0.729, -0.317], [-0.336, 0.017, 0.053], [-0.046, 0.127, -0.286], [-1.099, 2.285, -0.057], [-1.723, 0.327, -0.664], [-0.011, 0.911, 1.939], [2.137, -0.466, -1.228], [1.508, -0.531, 0.384], [-0.047, -0.110, 0.584], [-0.011, -1.013, -0.195], [0.177, -0.168, 0.073], [0.556, -0.133, -0.154], [0.541, 0.497, -0.918], [0.678, -1.397, 0.005], [-0.624, -0.883, 0.457], [-1.343, -0.019, -0.033], [-0.210, 0.361, 0.406], [-0.575, 0.647, -0.282], [-0.082, -0.172, 0.128], [-0.257, 0.602, 0.270], [-0.190, -0.890, 3.275], [0.153, -2.108, -0.043], [-1.362, 0.495, 0.775], [1.139, 0.893, -1.380], [1.682, 2.961, -1.751], [0.588, 0.545, -0.850], [-0.665, 0.087, 0.178], [-0.440, -0.789, -0.191], [-0.550, -0.299, -0.475], [0.146, 0.334, 0.387], [0.303, 0.450, -0.065], [-0.281, 0.170, 0.337], [0.349, -0.186, 0.251], [-0.264, -1.038, -0.317], [-0.059, -0.730, -0.139], [-0.231, -0.538, -0.218], [0.229, 1.106, 1.624], [-0.357, -1.924, 0.198], [0.374, -0.030, -0.430], [0.238, 0.057, -0.309], [-0.947, 1.799, -0.071], [0.817, -0.037, 0.005], [-0.441, 0.684, -1.104], [0.022, 0.178, -0.142], [0.052, -0.681, -0.610], [0.113, 0.052, -0.500], [-0.098, 0.079, 0.400], [-0.623, 0.459, -0.012], [0.620, -0.092, 0.685], [-0.025, -0.919, 0.108], [0.246, -0.937, -0.201], [-0.342, 0.391, 0.634], [0.151, -0.444, -0.131]],
  "e_tot_ev": -161633.87165,
  "gap_ha": 0.31782,
  "homo_energy_ev": -8.370
}